Arrangement 1

19
Properties=species:S:1:pos:R:3:mulliken_charge:R:1 method="wB97M-V/def2-TZVPD" total_charge=+1
C -0.10198 2.10580 2.76402 -0.64
N 0.61461 1.60857 1.53984 -0.36
H -0.99993 1.38470 3.03087 0.29
H -0.51099 3.21193 2.75269 0.31
H 0.69447 1.88051 3.45593 0.30
H 0.83725 2.31634 0.73400 0.41
H 1.53365 1.20626 1.90104 0.42
H 0.05553 0.85761 1.17534 0.23
C 0.89521 -1.46574 -2.20416 -1.05
C -0.06942 -1.72335 -1.06500 -0.07
C -1.37097 -0.81478 -1.34820 -0.96
H 1.55100 -0.56529 -2.25244 0.29
H 1.70048 -2.34608 -2.15167 0.27
H 0.35675 -1.54485 -3.09087 0.32
H -0.33614 -2.81045 -1.00462 0.29
H 0.35134 -1.42729 -0.02968 0.12
H -1.78940 -0.99389 -2.38494 0.38
H -1.17902 0.32995 -1.14664 0.17
H -2.23243 -1.20994 -0.67552 0.28

Arrangement 2

19
Properties=species:S:1:pos:R:3:mulliken_charge:R:1 method="wB97M-V/def2-TZVPD" total_charge=+1
C 1.67140 0.28786 1.80355 -0.35
C 0.56327 -0.83654 1.58973 -0.80
N 1.69628 1.26509 0.67356 -0.38
H 1.50557 0.80427 2.78500 0.32
H 2.65639 -0.12001 1.74776 0.33
H -0.29425 -0.76539 0.80179 0.17
H -0.11765 -0.91609 2.47133 0.31
H 0.94584 1.95351 0.82183 0.36
H 2.49841 1.89282 0.63047 0.37
H 1.63994 0.84790 -0.32530 0.35
H 1.04133 -1.84699 1.33360 0.30
C -2.49208 0.20638 -1.88280 -0.59
C -1.48880 -0.94724 -2.06668 -0.72
H -3.21323 -0.21575 -1.14954 0.23
H -1.84222 0.71766 -1.32908 0.13
H -2.70090 0.43308 -2.93570 0.34
H -1.68389 -1.86590 -1.49317 0.27
H -1.45613 -1.22858 -3.08476 0.32
H -0.37595 -0.80888 -1.65188 0.05

Arrangement 3

19
Properties=species:S:1:pos:R:3:mulliken_charge:R:1 method="wB97M-V/def2-TZVPD" total_charge=+1
C -0.23528 1.49748 1.19520 -0.20
C -0.60870 2.80066 0.39673 -1.11
N -1.05053 0.45103 0.38036 -0.40
H 0.83833 1.23089 1.30091 0.35
H -0.75567 1.51690 2.25587 0.31
H 0.27373 3.41337 0.19332 0.28
H -1.12013 3.40572 1.13850 0.32
H -0.36941 -0.08131 -0.24859 0.13
H -1.61185 -0.17323 1.16566 0.43
H -1.74884 1.05478 -0.23300 0.39
H -1.31869 2.84294 -0.44926 0.40
C 1.44562 -1.64776 -1.01447 -0.73
C 0.54165 -2.82288 -0.72019 -0.80
H 1.45889 -0.81885 -0.29486 0.14
H 2.43086 -2.14031 -1.10917 0.30
H 1.17489 -1.07149 -1.96047 0.31
H -0.61737 -2.61295 -0.84043 0.25
H 0.60854 -3.14942 0.30242 0.30
H 0.66395 -3.69558 -1.45852 0.30

Question: which arrangement is favored energetically? Ranking from most to least stable: arrangement 3, arrangement 1, arrangement 2.

Arrangement 1

21
Properties=species:S:1:pos:R:3:mulliken_charge:R:1 method="wB97M-V/def2-TZVPD" total_charge=+1
C -0.96463 -0.85109 1.05478 -0.91
C -0.99705 -1.63627 -0.91542 -0.72
C 0.04008 -0.98169 -0.05383 0.00
C 0.55036 2.67631 1.26226 -0.71
C 2.03837 0.40277 -1.66765 -1.05
N 1.24340 1.70826 0.50446 -0.36
N -2.07717 -1.32078 0.09379 -0.12
S 0.58190 0.86485 -0.64049 0.25
H -0.95091 -1.46383 1.88601 0.36
H -1.09837 0.02724 1.50759 0.37
H -1.11793 -1.13839 -1.79667 0.42
H -0.66464 -2.67833 -0.99677 0.29
H 0.97988 -1.47307 0.35677 0.48
H -0.14195 3.11260 0.61497 0.37
H 1.47947 3.28936 1.57433 0.26
H 0.07873 2.36669 2.27086 0.20
H 2.15446 1.31811 -2.14683 0.42
H 1.81562 -0.38177 -2.23432 0.43
H 2.71248 -0.01629 -0.89137 0.32
H -2.64468 -2.07443 0.49115 0.32
H -2.74259 -0.56021 0.00435 0.36

Arrangement 2

21
Properties=species:S:1:pos:R:3:mulliken_charge:R:1 method="wB97M-V/def2-TZVPD" total_charge=+1
C -1.83679 -1.39006 -0.24482 -1.00
C -2.98152 -0.51956 0.36694 -0.42
C 0.27756 -0.37178 -0.48313 -0.62
C 2.76725 0.11274 -0.45906 -0.90
C 1.21778 1.85739 0.32703 -0.74
N -0.52139 -1.12962 0.27392 -0.11
N 1.40637 0.33287 0.12046 0.05
S -2.96565 1.17907 -0.29147 -0.04
H -1.92140 -2.57220 -0.20761 0.35
H -1.86153 -1.10918 -1.25750 0.51
H -3.75558 -1.05258 -0.26865 0.27
H -3.28504 -0.70088 1.43782 0.38
H -0.12810 0.08147 -1.32992 0.46
H 3.11526 -0.97085 -0.33475 0.31
H 2.77743 0.41075 -1.48570 0.38
H 3.44086 0.72824 0.06858 0.43
H 1.68515 2.05642 1.28803 0.38
H 1.61765 2.44811 -0.42939 0.37
H 0.05036 1.88089 0.51674 0.24
H -0.53352 -1.09909 1.33967 0.30
H 1.43484 -0.17216 1.05278 0.39

Question: which arrangement is favored energetically? Ranking from most to least stable: arrangement 2, arrangement 1.

Arrangement 1

13
Properties=species:S:1:pos:R:3:mulliken_charge:R:1 method="wB97M-V/def2-TZVPD" total_charge=0
O -1.04591 0.84244 1.15764 -0.49
C -1.05397 0.09087 -0.03055 -0.20
C -0.03188 0.65273 -1.05377 -0.54
C 1.23217 0.90492 -0.35735 -0.54
C 2.18363 1.07781 0.36214 0.14
C -0.80738 -1.34504 0.21938 -0.64
C -0.60415 -2.51267 0.43266 0.24
H -0.11852 0.88934 1.44237 0.33
H -2.06059 0.20574 -0.44517 0.28
H -0.42581 1.58378 -1.47581 0.27
H 0.11484 -0.05893 -1.87334 0.35
H 3.03992 1.21421 0.98536 0.38
H -0.42235 -3.54521 0.63642 0.42

Arrangement 2

13
Properties=species:S:1:pos:R:3:mulliken_charge:R:1 method="wB97M-V/def2-TZVPD" total_charge=0
C -0.75415 0.98606 1.36085 -0.47
C 0.46575 1.35380 0.83337 -0.30
C 1.04053 0.59981 -0.19706 -0.51
C 0.39812 -0.53486 -0.66746 0.63
O 0.98130 -1.44136 -1.49041 -0.51
C -0.96608 -0.68981 -0.39245 -0.46
C -1.42967 -0.07610 0.75628 -0.30
H -1.26956 1.57547 2.10230 0.34
H 1.04323 2.22356 1.11342 0.35
H 2.08269 0.77452 -0.44134 0.24
H 1.92324 -1.26285 -1.60579 0.32
H -1.61421 -1.22148 -1.07170 0.37
H -2.46216 -0.26457 1.03133 0.31

Arrangement 3

13
Properties=species:S:1:pos:R:3:mulliken_charge:R:1 method="wB97M-V/def2-TZVPD" total_charge=0
C -1.07929 -0.43179 1.47728 -0.55
C 0.01634 -1.19564 1.11737 -0.33
C 0.94949 -0.77401 0.18158 -0.42
C 0.58348 0.22644 -0.71486 0.31
O 1.19316 0.35538 -1.93931 -0.50
C -0.55837 0.97955 -0.44924 -0.33
C -1.35852 0.64207 0.63971 -0.23
H -1.75093 -0.54360 2.31201 0.37
H 0.19384 -2.13435 1.61164 0.37
H 1.98332 -1.10471 0.21138 0.34
H 1.67872 1.18743 -1.99066 0.35
H -0.97223 1.58935 -1.24945 0.33
H -2.27527 1.21508 0.70759 0.32

Question: which arrangement is favored energetically? Ranking from most to least stable: arrangement 2, arrangement 3, arrangement 1.

Arrangement 1

13
Properties=species:S:1:pos:R:3:mulliken_charge:R:1 method="wB97M-V/def2-TZVPD" total_charge=0
O 0.15296 -1.80717 1.72543 -0.54
C 0.37127 -1.15993 0.51275 0.15
C -0.84297 -0.65354 -0.31640 -0.50
C -0.10253 0.66087 -0.53265 0.53
C -0.11310 1.76968 -1.26621 -0.91
C 0.92299 0.26797 0.50426 0.07
C 1.71473 1.16151 1.01777 -0.52
H -0.13752 -1.15755 2.38026 0.36
H 1.02060 -1.81228 -0.07543 0.32
H -1.71436 -0.52836 0.33464 0.20
H -1.12583 -1.25877 -1.18046 0.29
H -0.81646 2.02755 -2.05200 0.31
H 0.67022 2.49001 -1.05196 0.26

Arrangement 2

13
Properties=species:S:1:pos:R:3:mulliken_charge:R:1 method="wB97M-V/def2-TZVPD" total_charge=0
C 1.14300 0.58835 1.09862 -0.47
C 0.32921 -0.49729 1.35908 -0.44
C -0.60778 -0.96535 0.47882 -0.27
C -0.78764 -0.38496 -0.81590 0.47
O -1.65550 -0.77704 -1.84513 -0.50
C 0.00525 0.80846 -1.03673 -0.44
C 1.01248 1.23633 -0.09695 -0.46
H 1.93678 0.85538 1.66631 0.44
H 0.69955 -1.12536 2.14650 0.29
H -1.10503 -1.92862 0.66483 0.27
H -2.35197 -1.31222 -1.44027 0.32
H -0.22656 1.44278 -1.82531 0.41
H 1.60822 2.05954 -0.35388 0.39

Question: which arrangement is favored energetically? Ranking from most to least stable: arrangement 2, arrangement 1.